Record 1
C4H10NO2 | wB97M-V/def2-TZVPD

Its SMILES is C[C@@H]([NH3+])CC(=O)O.

Structure (ORCA input):
```
! RIJCOSX wB97M-V def2-TZVPD def2/J DEFGRID3
* xyz 1 1
C -0.30 0.34 1.77
C -0.15 0.57 0.25
N 0.67 1.86 -0.21
C 0.46 -0.49 -0.71
C -0.28 -1.77 -0.73
O -0.04 -2.79 -0.16
O -1.30 -1.62 -1.59
H -0.67 1.10 2.48
H -0.94 -0.55 2.05
H 0.64 -0.03 2.18
H -1.13 0.67 -0.26
H 1.67 1.67 -0.04
H 0.59 2.06 -1.23
H 0.34 2.61 0.31
H 0.42 -0.17 -1.70
H 1.58 -0.90 -0.51
H -1.55 -2.55 -1.90
*
```



Record 2
C4H10NO2 | wB97M-V/def2-TZVPD

Its SMILES is [NH3+]CCCC(=O)O.

Structure (ORCA input):
```
! RIJCOSX wB97M-V def2-TZVPD def2/J DEFGRID3
* xyz 1 1
N 1.08 1.66 -0.34
C 1.64 0.56 0.50
C 0.62 0.06 1.51
C -0.79 -0.22 0.98
C -0.85 -0.63 -0.46
O -0.36 0.03 -1.34
O -1.56 -1.72 -0.66
H 1.79 2.09 -0.93
H 0.76 2.40 0.27
H 0.30 1.24 -0.89
H 1.92 -0.23 -0.20
H 2.55 0.90 0.98
H 1.05 -0.87 1.92
H 0.55 0.78 2.36
H -1.18 -1.04 1.58
H -1.45 0.64 1.15
H -1.43 -2.07 -1.57
*
```



So what do the calculations give for ΔE to the lowest compared entry with this formula, charge and spin? Going down the list: 1.670; 0.238 eV.